{"formula": "C3H8N2O2", "method": "the ωB97M-V functional and the def2-TZVPD basis", "species": ["O", "H", "H", "O", "H", "H", "H", "C", "C", "N", "H", "N", "H", "H", "C"], "coordinates": [[2.10473, 1.38444, 0.06671], [2.82178, 0.88674, -0.34898], [-1.92938, 1.00827, 0.74622], [1.18385, -0.21582, 2.23009], [-1.87342, -2.18462, -1.93810], [0.23294, -0.20119, 2.03732], [1.25438, 0.25225, 3.07163], [-1.53664, -1.35839, -1.33661], [-1.67422, 0.34162, -0.06354], [-0.47187, 0.41438, -0.68886], [0.24649, 1.11468, -0.53333], [-2.31771, -0.75147, -0.39927], [1.92909, 0.85243, 0.86865], [0.38567, -0.85557, -2.23515], [-0.35569, -0.68776, -1.47680]], "forces_ev_per_a": [[0.3, -0.4, 0.2], [-0.1, 0.3, -0.1], [-0.2, 0.1, -0.2], [-0.3, 0.3, 0.1], [0.0, -0.3, 0.3], [0.2, -0.2, -0.1], [0.1, -0.1, 0.0], [0.2, 0.0, 0.0], [0.5, -0.6, 0.5], [0.3, 0.5, 0.3], [0.1, -0.2, -0.1], [-0.7, 0.3, 0.0], [-0.1, 0.1, -0.1], [0.4, 0.2, 0.2], [-0.6, -0.1, -0.9]], "homo_ha": -0.3224, "smiles": "c1c[nH]cn1.O.O", "orbital_gap_ev": 9.23, "energy_ev": -10316.0392, "relative_energy_ev": 0.913}



{"formula": "CH5S3", "method": "the ωB97M-V functional and the def2-TZVPD basis", "species": ["C", "S", "H", "S", "H", "H", "H", "S", "H"], "coordinates": [[-0.94331, 0.82819, -0.81196], [-1.63689, 0.97492, 0.85400], [-0.00016, 0.29383, -0.83358], [-0.45520, -0.32114, 2.00718], [-1.63971, 0.29996, -1.44917], [1.69380, -2.20317, 0.02614], [1.32045, -0.58684, 1.15683], [2.37951, -1.10032, 0.28527], [-0.71850, 1.81459, -1.23471]], "forces_ev_per_a": [[0.2, 0.3, -0.3], [0.5, -0.1, 0.3], [0.1, -0.2, 0.3], [-0.4, 0.2, 0.1], [-0.2, -0.1, -0.3], [-0.2, -0.3, -0.1], [0.3, -0.2, -0.6], [0.1, 0.5, 0.4], [-0.3, 0.0, 0.1]], "homo_ha": -0.0989, "charge": -1, "orbital_gap_ev": 6.22, "energy_ev": -33625.1079, "relative_energy_ev": 0.196}